Record 1
Computed, not measured: a molecular structure, C18H23IMnN3O4 in a non-equilibrium geometry, with wB97M-V/def2-TZVPD.

```
50
Properties=species:S:1:pos:R:3:forces:R:3
Mn 0.59947 -1.77684 -0.85008 0.37 0.03 1.21
I 1.49931 -3.92994 -2.35861 -0.12 0.08 -0.10
C 1.96416 -1.45356 3.08769 -0.31 1.56 0.04
C 2.26521 -0.28238 3.88360 0.13 -0.82 -0.28
C 1.63024 1.07492 3.46557 -0.93 -0.65 -0.92
O 1.93867 2.10400 4.03610 0.29 0.41 0.42
C 0.71176 1.05064 2.32988 0.93 0.32 1.82
C 0.45960 -0.07144 1.59729 -0.22 1.15 -1.30
C 1.12508 -1.38026 1.99174 1.06 -1.27 -0.10
O 1.04042 -2.40316 1.20821 -0.86 1.00 -0.97
O -0.18197 0.04217 0.47149 0.46 -1.73 0.10
O 3.06977 -0.32383 4.80453 0.13 0.38 0.30
H 2.62170 -2.29826 3.22212 -0.25 -0.30 0.08
H 0.32813 2.03480 2.09712 -0.22 -0.11 -0.43
C -4.51700 -1.68800 1.62048 -0.35 -1.79 -0.97
C -4.66710 -1.14159 0.21421 0.24 0.46 -0.65
C -4.15844 -2.09426 -0.89357 -0.09 -0.67 0.80
C -2.70451 -2.21416 -0.88773 -0.54 0.24 0.00
N -1.56777 -2.26355 -0.84928 0.34 -0.10 -0.11
H -3.54708 -2.18433 1.70683 0.31 0.81 0.61
H -5.17263 -2.57132 1.67412 -0.26 0.26 0.21
H -4.82448 -1.00032 2.39706 0.48 0.13 0.14
H -4.09027 -0.22397 0.08873 -0.26 0.21 0.16
H -5.72042 -0.94882 0.00061 0.06 0.22 -0.02
H -4.48632 -1.82462 -1.89543 -0.04 0.14 0.03
H -4.52547 -3.10304 -0.67265 -0.15 0.02 -0.23
C 4.78084 0.75854 1.73027 -0.18 1.65 0.32
C 5.41691 1.06837 0.37133 0.21 -1.23 0.22
C 4.38965 1.29800 -0.73033 -0.67 -0.69 -0.11
C 3.44874 0.16611 -0.86676 0.24 0.02 0.35
N 2.66976 -0.67261 -0.88239 -0.12 0.10 -0.19
H 4.16709 1.59808 2.08473 0.07 0.09 -0.17
H 5.55777 0.68639 2.48978 -0.08 -0.53 0.02
H 4.07197 -0.06842 1.74297 0.45 -0.40 -0.17
H 6.03291 0.18943 0.14697 -0.18 -0.03 -0.44
H 6.15666 1.86950 0.35373 -0.36 0.37 0.37
H 4.84701 1.43813 -1.70936 -0.01 0.31 0.03
H 3.70238 2.10881 -0.47392 0.37 0.37 -0.12
C -3.01420 1.65061 -2.03354 -0.15 0.80 0.72
C -2.66460 1.79245 -3.52045 -0.33 -0.88 1.36
C -1.15646 1.72765 -3.70839 0.80 0.32 -1.02
C -0.49597 0.59778 -3.05908 -0.58 0.59 -0.14
N 0.01278 -0.27125 -2.52933 0.32 -0.59 0.32
H -4.06938 1.76120 -1.76672 -0.15 -0.22 -0.59
H -2.57402 2.49481 -1.49040 0.30 -0.20 0.03
H -2.66263 0.74353 -1.54346 0.24 -0.07 -0.24
H -3.09852 2.73294 -3.84782 0.24 -0.01 -0.49
H -3.08839 0.94514 -4.06087 -0.21 0.22 -0.24
H -0.60746 2.62591 -3.41415 -0.30 0.06 0.34
H -0.91295 1.63003 -4.77285 -0.11 -0.02 0.00
```
Positions in Å, forces in eV/Å.

The HOMO-LUMO gap (alpha / beta) is 5.820 / 5.839 eV. The expectation value of S² is 8.753. The value obtained for the total energy is -71123.5531 eV. Its molecular weight is 527.24 g mol⁻¹. As for the multiplicity: 6. The relative energy (zero: lowest compared OMol25 entry of this formula, charge and spin) is 39.9 kJ/mol. The HOMO energy (alpha / beta) is -3.8 / -3.8 eV. Its charge is -1.

These are the natural (NBO) partial charges, in e, on atoms 1 to 6: atom 1 (Mn): 1.42, atom 2 (I): -0.76, atom 3 (C): -0.49, atom 4 (C): 0.43, atom 5 (C): 0.45, atom 6 (O): -0.61

***

Record 2
Computed, not measured: a single C18H23N3O2 molecule, with wB97M-V/def2-TZVPD.

```
46
Properties=species:S:1:pos:R:3:forces:R:3
C -1.35218 -2.63544 1.72902 0.07 -0.29 -0.14
H -2.41136 -2.63738 1.47888 -0.17 0.06 0.01
H -1.25266 -2.96877 2.76006 -0.01 0.05 0.13
H -0.97014 -1.61801 1.67507 0.02 0.14 0.00
C -0.56872 -3.56346 0.80267 0.01 0.03 -0.07
C 0.92090 -3.50616 1.13830 -0.27 -0.12 -0.04
H 1.31037 -2.49504 1.04049 0.09 0.13 -0.01
H 1.48872 -4.15700 0.47784 0.13 -0.06 -0.05
H 1.08541 -3.83077 2.16325 0.08 -0.01 0.12
C -0.83100 -3.28667 -0.68664 0.10 0.03 0.17
C -0.46645 -1.88587 -1.17918 0.09 -0.17 -0.18
N -1.54017 -0.93405 -0.99637 -0.01 -0.37 0.35
C -1.87090 -0.02309 -1.93584 -0.58 0.17 0.28
O -1.34269 0.03208 -3.02574 0.22 0.15 -0.42
C -2.93756 0.96555 -1.47915 0.23 0.07 -0.06
C -2.24758 2.18745 -0.85449 -0.45 0.09 -0.26
N -1.36456 1.78267 0.22180 -0.21 0.15 0.56
N -0.11306 1.59070 -0.12936 0.93 -0.09 -0.22
C 0.76006 1.14109 0.72752 -0.64 0.19 0.02
C 0.37016 0.86634 2.07363 -0.43 0.12 0.01
C -0.91772 1.06403 2.43650 0.28 -0.02 0.01
C -1.90199 1.52282 1.47856 0.24 -0.01 -0.10
O -3.09476 1.66513 1.68575 -0.30 -0.01 0.11
H -1.27576 0.86016 3.43417 -0.03 -0.02 0.06
H 1.09150 0.48316 2.77935 0.05 -0.03 0.07
C 2.11477 0.90256 0.22062 0.43 -0.08 -0.24
C 2.29789 0.67973 -1.14536 -0.01 -0.01 0.13
C 3.55974 0.43206 -1.64850 0.04 0.01 -0.03
C 4.65609 0.40580 -0.80071 0.07 0.00 0.02
C 4.48410 0.63652 0.55376 0.13 -0.03 0.00
C 3.22290 0.88284 1.06480 -0.20 0.01 -0.06
H 3.10973 1.08268 2.12009 -0.02 0.01 0.10
H 5.33690 0.62750 1.21662 0.06 0.00 0.05
H 5.64241 0.21004 -1.19432 0.08 -0.02 -0.03
H 3.68918 0.25672 -2.70590 0.00 -0.02 -0.09
H 1.43790 0.69950 -1.79661 -0.09 -0.02 -0.10
H -2.99721 2.86571 -0.44141 0.13 -0.06 -0.09
H -1.63384 2.69148 -1.60196 -0.04 -0.03 0.14
H -3.61047 0.51441 -0.74935 -0.02 0.02 0.00
H -3.50959 1.29454 -2.34576 0.01 -0.07 0.01
H -2.01003 -0.92850 -0.10592 -0.08 0.12 -0.11
H 0.43833 -1.52564 -0.67694 0.02 -0.01 -0.11
H -0.26750 -1.90187 -2.25367 0.05 0.01 0.17
H -0.25258 -4.01001 -1.26442 -0.01 -0.05 -0.04
H -1.88652 -3.46558 -0.90421 -0.02 -0.04 -0.08
H -0.91227 -4.58814 0.98906 0.02 0.06 -0.01
```
Positions in Å, forces in eV/Å.

The HOMO-LUMO gap is 8.499 eV. The value obtained for the total energy is -27605.2564 eV. Its molecular weight is 313.40 g mol⁻¹. As for the multiplicity: 1. The SMILES is CC(C)CCNC(=O)CCn1nc(-c2ccccc2)ccc1=O. The relative energy (zero: lowest compared OMol25 entry of this formula, charge and spin) is 99.5 kJ/mol. The HOMO energy is -8.6 eV. Its charge is 0.

These are the natural (NBO) partial charges, in e, on atoms 1 to 6: atom 1 (C): -0.62, atom 2 (H): 0.21, atom 3 (H): 0.22, atom 4 (H): 0.19, atom 5 (C): -0.21, atom 6 (C): -0.61

***

Record 3
Computed, not measured: a single C18H23N3O4 molecule in a non-equilibrium geometry, with wB97M-V/def2-TZVPD.

```
48
Properties=species:S:1:pos:R:3:forces:R:3
C -9.55816 -0.90196 0.43647 -0.38 0.20 0.07
H -9.90389 -1.93216 0.41270 0.03 0.05 0.00
H -10.04546 -0.31459 -0.34465 0.02 -0.07 0.08
H -9.77634 -0.44532 1.40420 -0.01 -0.06 -0.09
O -8.15684 -0.94766 0.21738 0.39 -0.14 -0.07
C -7.52964 0.23846 0.20595 -0.28 0.19 0.06
O -8.10332 1.28746 0.37017 0.05 -0.12 -0.02
C -6.07034 0.11093 -0.02848 0.34 0.00 -0.05
C -5.30609 1.27628 -0.06398 -0.28 -0.15 0.03
C -3.94572 1.20808 -0.27946 0.17 -0.20 -0.04
C -3.33534 -0.03196 -0.46221 -0.68 -0.09 0.10
C -4.09777 -1.19980 -0.42693 0.16 0.19 -0.01
C -5.45813 -1.12841 -0.21122 -0.14 0.12 0.03
H -6.05654 -2.02521 -0.18239 -0.02 -0.06 0.00
H -3.60367 -2.14772 -0.57095 0.00 -0.12 -0.01
C -1.90595 -0.10003 -0.68986 1.15 -0.34 -0.22
N -1.23530 -1.20963 -0.87376 -1.19 -0.39 0.15
O 0.05305 -0.82561 -1.04958 0.74 0.46 -0.06
C 0.07678 0.50781 -0.95408 -0.69 0.20 0.03
N -1.09934 1.00600 -0.73447 0.36 0.34 -0.02
C 1.35603 1.24887 -1.10436 0.28 -0.16 0.02
N 2.31464 0.80461 -0.10674 -0.03 0.10 -0.19
C 1.88100 1.17464 1.22621 0.01 -0.07 0.02
H 0.88570 0.77245 1.40816 -0.03 0.00 0.11
H 2.56094 0.74682 1.95809 -0.02 0.01 0.11
H 1.84692 2.26571 1.36694 0.00 0.03 0.01
C 3.66061 1.26679 -0.39516 0.33 -0.09 0.15
H 3.81724 2.31391 -0.09017 -0.02 0.01 -0.05
C 4.72513 0.39295 0.27647 -0.40 -0.18 -0.22
C 4.56342 -1.08028 -0.10515 0.16 0.16 0.41
C 5.69956 -1.89660 0.50605 0.06 0.05 -0.30
C 7.03326 -1.28956 0.07505 -0.17 0.23 0.23
C 7.05308 0.19549 0.43794 0.38 -0.23 -0.03
H 7.95752 0.68032 0.06406 -0.03 -0.04 0.12
O 5.97906 0.89776 -0.14515 -0.25 0.13 -0.09
H 7.01763 0.30609 1.53431 0.03 0.02 -0.07
H 7.86842 -1.79447 0.56205 0.08 0.00 -0.03
H 7.14760 -1.39106 -1.00566 0.07 -0.02 -0.04
H 5.63392 -2.93789 0.18646 -0.02 -0.03 0.09
H 5.62341 -1.87218 1.59640 -0.01 -0.05 0.05
H 4.59809 -1.16313 -1.19282 -0.07 0.02 -0.11
H 3.59070 -1.43148 0.23632 -0.04 -0.02 -0.06
H 4.66233 0.48572 1.37461 0.00 -0.01 -0.07
H 3.83583 1.20422 -1.47074 0.00 0.01 -0.01
H 1.76011 1.02676 -2.09602 0.00 0.10 0.04
H 1.12701 2.32599 -1.04131 -0.02 -0.13 -0.06
H -3.33811 2.09884 -0.31079 0.02 0.09 0.00
H -5.80302 2.22372 0.08015 -0.03 0.06 0.01
```
Positions in Å, forces in eV/Å.

The HOMO-LUMO gap is 9.100 eV. The value obtained for the total energy is -31698.8308 eV. Its molecular weight is 345.40 g mol⁻¹. As for the multiplicity: 1. The SMILES is COC(=O)c1ccc(-c2noc(CN(C)C[C@H]3CCCCO3)n2)cc1. The relative energy (zero: lowest compared OMol25 entry of this formula, charge and spin) is 306.4 kJ/mol. The HOMO energy is -9.1 eV. Its charge is 0.

These are the natural (NBO) partial charges, in e, on atoms 1 to 6: atom 1 (C): -0.26, atom 2 (H): 0.20, atom 3 (H): 0.19, atom 4 (H): 0.19, atom 5 (O): -0.51, atom 6 (C): 0.78

***

Record 4
Computed, not measured: a single C18H23N3O5S2 molecule in a non-equilibrium geometry, with wB97M-V/def2-TZVPD.

```
51
Properties=species:S:1:pos:R:3:forces:R:3
C -6.91628 -0.55742 -1.01171 0.44 -0.17 0.05
C -5.49137 -0.87310 -1.42364 -0.14 0.13 -0.42
H -5.46347 -1.52774 -2.30182 0.03 0.14 0.11
H -4.92961 0.03734 -1.66051 -0.03 -0.13 0.00
O -4.84251 -1.53598 -0.33357 -0.46 -0.04 0.24
C -3.59766 -1.94119 -0.55494 0.13 -0.36 -0.16
O -3.01971 -1.84266 -1.60392 -0.15 -0.08 -0.09
C -3.04412 -2.64038 0.67519 0.35 0.38 0.01
H -3.53726 -2.27800 1.57464 -0.03 -0.07 -0.10
H -3.16660 -3.71977 0.57924 0.02 0.00 0.00
S -1.26103 -2.35790 0.78067 0.11 -0.55 0.05
C -1.27850 -0.61133 0.59436 -0.74 -0.06 0.17
N -2.45452 -0.07868 0.58365 -0.01 -0.09 0.27
C -2.53392 1.26113 0.40314 1.03 0.54 -0.12
C -1.38829 2.02761 0.23342 -0.59 0.19 -0.01
C -0.07535 1.45629 0.25749 -0.24 -0.08 0.04
O 0.97007 2.05547 0.12328 0.17 0.24 -0.04
N -0.10138 0.05505 0.46798 -0.06 0.24 -0.06
C 1.17184 -0.66302 0.52123 0.47 0.12 -0.03
C 1.94160 -0.55836 -0.79654 0.06 -0.24 0.04
H 2.20833 0.48233 -0.97966 -0.03 -0.08 -0.03
H 1.32323 -0.91753 -1.62068 -0.03 -0.01 -0.04
C 3.21272 -1.40344 -0.69035 -0.14 0.08 -0.36
N 4.00206 -0.98711 0.44462 -0.05 -0.08 -0.10
C 5.17722 -0.31824 0.35430 0.13 -0.18 -0.02
O 5.78675 0.11046 1.30619 0.25 0.26 0.17
O 5.61843 -0.22374 -0.91900 -0.25 -0.09 -0.09
C 6.87505 0.43386 -1.07523 0.45 0.26 0.03
C 7.21142 0.46630 -2.55434 -0.28 -0.11 0.38
H 8.16501 0.96510 -2.70019 0.10 0.05 -0.04
H 6.44103 1.00354 -3.10090 -0.03 0.07 -0.11
H 7.27475 -0.54527 -2.94656 0.05 -0.08 -0.09
H 6.80128 1.44556 -0.66110 0.04 -0.17 -0.03
H 7.63567 -0.11082 -0.50449 -0.12 0.12 -0.06
C 3.31681 -1.04666 1.71534 0.02 0.22 0.32
H 4.00558 -0.68452 2.47965 -0.13 -0.15 -0.05
C 2.05085 -0.18912 1.68012 0.07 -0.22 -0.02
H 2.32317 0.85521 1.52891 -0.03 -0.06 0.06
H 1.51279 -0.28212 2.62482 -0.03 0.00 0.04
H 3.05632 -2.09053 1.92635 0.04 0.00 0.03
H 3.81224 -1.30515 -1.59346 -0.12 -0.13 0.09
H 2.94286 -2.45806 -0.55325 0.05 0.00 -0.07
H 0.92485 -1.71808 0.69135 0.14 0.19 -0.04
S -1.76112 3.69738 0.00894 -0.10 -0.33 0.06
C -3.44239 3.35005 0.15143 0.34 -0.02 -0.02
C -3.71767 2.03748 0.35769 -0.08 0.18 -0.03
H -4.70193 1.62627 0.47926 -0.23 -0.07 0.03
H -4.14437 4.15713 0.07293 -0.17 0.15 -0.01
H -7.42113 -0.03347 -1.81797 -0.07 0.05 -0.07
H -7.45549 -1.47453 -0.79091 -0.10 -0.06 0.01
H -6.92122 0.06778 -0.12301 -0.06 0.09 0.09
```
Positions in Å, forces in eV/Å.

The HOMO-LUMO gap is 8.892 eV. The value obtained for the total energy is -55419.5391 eV. Its molecular weight is 425.53 g mol⁻¹. As for the multiplicity: 1. The SMILES is CCOC(=O)CSc1nc2ccsc2c(=O)n1C1CCN(C(=O)OCC)CC1. The relative energy (zero: lowest compared OMol25 entry of this formula, charge and spin) is 0.0 kJ/mol. The HOMO energy is -8.5 eV. Its charge is 0.

These are the natural (NBO) partial charges, in e, on atoms 1 to 6: atom 1 (C): -0.62, atom 2 (C): -0.07, atom 3 (H): 0.19, atom 4 (H): 0.19, atom 5 (O): -0.52, atom 6 (C): 0.82

***

Record 5
Computed, not measured: a single C18H23N5 molecule in a non-equilibrium geometry, with wB97M-V/def2-TZVPD.

```
46
Properties=species:S:1:pos:R:3:forces:R:3
C 1.52997 2.01370 1.75862 -0.02 0.04 0.21
C 1.15575 2.22462 0.51155 -0.09 0.06 -0.28
C 1.71635 1.54280 -0.70299 0.06 0.06 -0.03
C 2.86406 0.62621 -0.40544 -0.01 -0.22 -0.04
C 4.17817 1.08765 -0.36818 -0.21 -0.24 0.01
N 5.21264 0.28149 -0.13523 0.50 0.21 0.00
C 4.96347 -1.00111 0.06933 -0.20 -0.01 0.04
N 3.75806 -1.54128 0.09785 -0.28 -0.27 0.04
C 2.70730 -0.74230 -0.12242 0.49 0.47 -0.09
N 1.52184 -1.41274 -0.04707 0.19 -1.21 0.14
N 0.30719 -0.86471 -0.09580 -0.80 0.30 0.05
C -0.72047 -1.61180 0.03576 1.00 -0.32 0.00
C -2.05546 -1.07693 0.00077 -0.79 0.29 -0.01
C -3.16325 -1.92570 0.04537 0.44 0.21 -0.01
C -4.44716 -1.43235 0.01036 -0.30 0.02 0.02
C -4.69365 -0.05223 -0.07073 0.12 -0.15 -0.06
C -3.57500 0.79907 -0.10229 -0.10 0.16 0.00
C -2.29611 0.29873 -0.06904 0.05 -0.34 0.03
H -1.45016 0.96719 -0.08179 0.08 0.13 0.00
H -3.70603 1.86763 -0.14797 -0.04 0.10 0.00
N -5.97044 0.44202 -0.13342 -0.26 0.11 -0.02
C -6.19961 1.86540 -0.10670 0.14 0.09 -0.01
H -5.70826 2.34937 -0.95444 -0.01 0.09 0.04
H -5.83054 2.32192 0.81895 0.00 0.07 -0.02
H -7.26637 2.06246 -0.18239 0.04 -0.02 -0.01
C -7.09772 -0.43892 0.04731 0.05 -0.16 -0.01
H -8.01988 0.13416 -0.01184 0.04 -0.01 -0.01
H -7.06891 -0.94286 1.02002 -0.04 -0.05 -0.01
H -7.12350 -1.19875 -0.73832 -0.06 -0.05 0.05
H -5.26560 -2.13228 0.04717 -0.10 -0.03 0.00
H -3.01131 -2.99462 0.10690 0.01 -0.10 0.01
H -0.61922 -2.69633 0.17854 0.06 0.07 -0.02
H 1.62257 -2.41272 0.14762 0.00 0.35 -0.05
C 6.13135 -1.90768 0.28724 -0.05 -0.01 0.04
H 5.80608 -2.81771 0.78172 0.03 -0.07 0.01
H 6.88723 -1.39845 0.87801 0.08 0.00 0.01
H 6.56964 -2.16593 -0.67555 0.08 -0.04 -0.06
C 4.51774 2.52937 -0.58454 -0.04 -0.03 0.00
H 5.57679 2.67325 -0.39237 0.01 0.01 0.00
H 4.30432 2.82089 -1.61235 -0.03 0.09 -0.06
H 3.93409 3.16135 0.08170 -0.06 0.12 0.00
H 0.90890 0.97147 -1.16682 0.11 0.24 -0.08
H 2.03448 2.30910 -1.41604 -0.02 -0.03 -0.01
H 0.37175 2.94034 0.29477 -0.12 0.11 0.09
H 1.07380 2.53411 2.58368 -0.13 0.13 0.10
H 2.30644 1.31078 2.01137 0.18 -0.17 -0.01
```
Positions in Å, forces in eV/Å.

The HOMO-LUMO gap is 7.874 eV. The value obtained for the total energy is -26488.9228 eV. Its molecular weight is 309.42 g mol⁻¹. As for the multiplicity: 1. The SMILES is C=CCc1c(C)nc(C)nc1N/N=C/c1ccc(N(C)C)cc1. The relative energy (zero: lowest compared OMol25 entry of this formula, charge and spin) is 0.0 kJ/mol. The HOMO energy is -7.2 eV. Its charge is 0.

These are the natural (NBO) partial charges, in e, on atoms 1 to 6: atom 1 (C): -0.41, atom 2 (C): -0.16, atom 3 (C): -0.48, atom 4 (C): -0.17, atom 5 (C): 0.30, atom 6 (N): -0.52